[1]
Here is C58H45BrFeN6PS3Sb as an isolated structure from the Open Molecules 2025 dataset. Energies are from the ωB97M-V functional and the def2-TZVPD basis.

HOMO level (alpha / beta)	-2.8 / -3.6	eV
net charge	-1
spin multiplicity	6
energy above the lowest of the compared OMol25 structures with the same formula, charge and spin	1229.4	kJ/mol
total energy	-8179.17439	Eh

The geometry in XYZ format:
```
116
Properties=species:S:1:pos:R:3:lowdin_spin:R:1
Fe -1.664 -0.189 -1.334 3.60
C -2.211 -1.233 2.230 0.00
N -1.432 0.032 2.084 0.02
C -0.126 0.104 1.852 0.02
N 0.286 1.254 2.452 0.01
C -0.858 1.945 3.065 0.00
C -1.914 1.211 2.900 0.00
C -3.228 1.227 3.248 0.00
C -3.596 1.054 4.619 0.00
C -4.933 1.039 4.968 0.00
C -5.916 1.386 3.927 0.00
C -5.546 1.627 2.600 0.00
C -4.165 1.566 2.333 0.00
C -0.861 3.262 3.732 0.00
C 0.347 3.737 4.378 0.00
C 0.261 4.953 5.100 0.00
C -0.897 5.758 5.064 0.00
C -1.947 5.346 4.261 0.00
C -1.977 4.105 3.646 0.00
P 1.047 -1.150 1.196 0.01
C 0.054 -2.372 0.440 0.01
N -0.252 -2.342 -0.831 0.02
C -0.781 -3.561 -1.153 0.00
C -0.771 -4.398 -0.031 0.00
N -0.195 -3.595 1.001 0.00
C 0.150 -4.063 2.324 0.00
C -1.568 -5.585 0.097 0.00
C -0.994 -6.763 0.677 0.00
C -1.834 -7.878 0.851 0.00
C -3.085 -7.765 0.343 0.00
C -3.716 -6.559 -0.247 0.00
C -2.882 -5.512 -0.368 0.00
C -1.129 -3.941 -2.530 0.00
C -0.967 -5.209 -2.963 0.00
C -1.660 -5.606 -4.091 0.00
C -2.264 -4.787 -5.029 0.00
C -2.311 -3.478 -4.612 0.00
C -1.738 -3.050 -3.434 0.00
C 1.589 -0.271 -0.359 0.00
N 0.721 0.246 -1.216 0.02
C 1.500 0.745 -2.210 0.00
C 2.805 0.553 -1.894 0.00
N 2.885 -0.149 -0.793 0.00
C 4.226 -0.447 -0.231 0.00
C 3.944 1.070 -2.713 0.00
C 4.623 0.406 -3.760 0.00
C 5.702 1.019 -4.443 0.00
C 6.020 2.444 -4.280 0.00
C 5.407 3.110 -3.164 0.00
C 4.527 2.436 -2.391 0.00
C 0.964 1.488 -3.450 0.00
C 0.938 0.711 -4.640 0.00
C 0.335 1.150 -5.834 0.00
C -0.235 2.427 -5.841 0.00
C -0.125 3.232 -4.654 0.00
C 0.444 2.765 -3.462 0.00
H -2.385 -1.843 1.161 0.00
H -2.202 -1.774 3.392 0.00
H -3.168 -0.829 2.468 0.00
H -2.839 0.939 5.341 0.00
H -5.324 1.104 5.904 0.00
H -6.982 1.401 4.241 0.00
H -6.272 2.065 1.925 0.00
H -3.850 1.711 1.295 0.00
H 1.066 3.012 4.651 0.00
H 1.069 5.252 5.748 0.00
H -0.986 6.699 5.632 0.00
H -2.658 6.056 4.217 0.00
H -2.854 3.690 3.113 0.00
H -0.481 -3.246 2.864 0.00
H -0.298 -5.219 2.501 0.00
H 1.112 -4.005 2.573 0.00
H 0.260 -6.867 0.994 0.00
H -1.405 -8.752 1.258 0.00
H -3.652 -8.670 0.465 0.00
H -4.704 -6.865 -0.472 0.00
H -3.262 -4.665 -0.904 0.00
H -0.764 -6.016 -2.320 0.00
H -1.932 -6.665 -4.196 0.00
H -2.663 -5.092 -6.059 0.00
H -2.835 -2.827 -5.060 0.00
H -1.918 -2.138 -3.032 0.00
H 4.169 -1.413 0.144 0.00
H 4.679 -0.864 -1.434 0.00
H 4.660 0.375 0.222 0.00
H 4.273 -0.568 -4.090 0.00
H 6.162 0.426 -5.205 0.00
H 6.724 2.798 -4.982 0.00
H 5.927 4.191 -3.022 0.00
H 3.866 3.056 -1.573 0.00
H 1.436 -0.031 -4.613 0.00
H 0.340 0.626 -6.679 0.00
H -0.830 2.624 -6.562 0.00
H -0.543 4.160 -4.689 0.00
H 0.397 3.236 -2.431 0.00
S -5.001 2.689 -1.299 0.01
Sb -4.661 0.666 -2.340 0.04
S -3.845 -0.794 -0.517 0.10
S -2.370 0.628 -3.278 0.16
Br -0.048 3.466 0.358 0.00
C 1.615 3.760 0.925 0.05
C 2.364 4.744 0.142 0.11
C 3.674 4.925 0.168 0.03
C 4.418 3.956 1.020 0.27
C 3.777 2.977 1.949 0.02
C 4.449 1.854 2.421 0.17
C 3.868 0.673 3.104 0.10
C 2.432 0.760 3.113 0.05
C 1.659 1.702 2.628 0.08
C 2.211 2.782 1.793 0.02
H 1.587 5.317 -0.530 0.00
H 4.175 5.665 -0.251 0.00
H 5.550 3.795 0.750 0.01
H 5.322 1.824 2.527 0.01
H 4.435 0.225 3.736 0.01
H 2.057 -0.189 3.364 0.00
```

=====

[2]
Here is C58H46F4N14O3P2SW as an isolated structure from the Open Molecules 2025 dataset. Energies are from the ωB97M-V functional and the def2-TZVPD basis.

HOMO level (alpha / beta)	-11.9 / -12.7	eV
net charge	+2
spin multiplicity	3
energy above the lowest of the compared OMol25 structures with the same formula, charge and spin	145.2	kJ/mol
total energy	-4776.89743	Eh

The geometry in XYZ format:
```
129
Properties=species:S:1:pos:R:3:lowdin_spin:R:1
W -0.107 0.032 0.448 0.00
C 6.176 -3.046 0.231 0.00
C 4.964 -2.206 -0.048 0.00
C 5.051 -0.811 -0.131 0.00
C 3.932 -0.042 -0.354 0.00
C 2.675 -0.626 -0.544 0.00
N 1.534 0.176 -0.808 0.00
C 1.751 0.997 -1.930 0.00
C 2.185 0.449 -3.144 0.00
C 2.461 1.250 -4.231 0.00
C 2.295 2.638 -4.173 0.00
C 2.583 3.497 -5.370 0.00
C 1.829 3.181 -2.987 0.00
C 1.582 2.368 -1.881 0.00
N 1.018 2.944 -0.705 0.00
C 1.067 4.247 -0.381 0.00
C -0.042 4.542 0.377 0.00
C -0.750 3.342 0.476 0.00
N -0.080 2.355 -0.144 0.00
C 2.602 -2.009 -0.511 0.00
C 3.723 -2.792 -0.231 0.00
N 1.386 -2.652 -0.846 0.00
C 1.280 -3.882 -1.386 0.00
C -0.046 -4.121 -1.638 0.00
C -0.686 -2.959 -1.219 0.00
N 0.169 -2.059 -0.742 0.00
H 6.866 -2.529 0.897 0.00
H 6.715 -3.261 -0.693 0.00
H 5.906 -4.001 0.682 0.00
H 6.008 -0.329 0.022 0.00
H 4.009 1.039 -0.382 0.00
H 2.335 -0.622 -3.207 0.00
H 2.808 0.794 -5.150 0.00
H 3.607 3.348 -5.713 0.00
H 2.452 4.554 -5.146 0.00
H 1.921 3.241 -6.198 0.00
H 1.632 4.244 -2.928 0.00
H 1.859 4.875 -0.754 0.00
H -0.326 5.499 0.780 0.00
H -2.401 2.118 1.035 0.00
H 3.625 -3.867 -0.146 0.00
H 2.152 -4.482 -1.574 0.00
H -0.484 -5.002 -2.074 0.00
H -1.729 -2.747 -1.246 0.00
C -2.668 -1.543 2.784 0.00
P -2.526 -1.211 1.005 0.00
C -3.438 -2.660 0.344 0.00
C -3.686 0.110 0.570 0.00
C -4.805 0.425 1.328 0.00
C -5.697 1.392 0.879 0.00
C -5.492 2.014 -0.343 0.00
C -4.374 1.706 -1.106 0.00
C -3.455 0.769 -0.644 0.00
P -1.885 0.472 -1.505 0.00
C -2.242 -0.742 -2.816 0.00
C -1.587 1.927 -2.552 0.00
H -2.866 -0.629 3.338 0.00
H -1.754 -1.989 3.168 0.00
H -3.485 -2.245 2.949 0.00
H -4.391 -2.682 0.875 0.00
H -2.903 -3.590 0.534 0.00
H -3.658 -2.567 -0.717 0.00
H -4.990 -0.073 2.271 0.00
H -6.555 1.652 1.482 0.00
H -6.197 2.754 -0.697 0.00
H -4.212 2.227 -2.041 0.00
H -2.933 -0.240 -3.495 0.00
H -2.729 -1.639 -2.454 0.00
H -1.335 -1.012 -3.358 0.00
H -2.318 1.931 -3.361 0.00
H -0.591 1.847 -2.988 0.00
H -1.659 2.855 -1.992 0.00
O -6.409 6.418 3.554 0.38
S -6.534 5.814 4.871 -0.06
O -7.417 4.660 4.795 0.37
O -6.939 6.761 5.877 0.33
C -4.903 5.170 5.307 -0.01
N -4.492 5.353 6.542 0.00
C -3.292 4.842 6.817 0.00
C -2.543 4.157 5.873 0.00
C -3.096 4.015 4.604 0.00
N -4.292 4.538 4.321 0.00
C -2.428 3.300 3.472 0.00
C -1.700 2.084 3.839 0.00
C -1.105 1.085 3.160 0.00
N -0.895 0.791 1.842 0.00
C -2.149 3.173 0.974 0.00
C -2.557 3.836 2.252 0.00
H -2.922 4.992 7.824 0.00
H -1.568 3.767 6.125 0.00
H -1.625 1.922 4.908 0.00
H -0.660 0.298 3.775 0.00
H -2.789 3.579 0.181 0.00
H -3.107 4.766 2.173 0.00
N 2.565 2.404 3.386 0.00
C 1.631 2.109 2.467 0.00
N 1.767 0.910 1.949 0.00
C 2.913 0.378 2.574 0.00
C 3.590 -0.833 2.427 0.00
C 4.698 -1.064 3.213 0.00
C 5.151 -0.121 4.150 0.00
C 4.514 1.090 4.299 0.00
C 3.404 1.312 3.490 0.00
H 2.617 3.258 3.915 0.00
H 0.846 2.804 2.228 0.00
H 3.290 -1.564 1.695 0.00
H 5.239 -1.995 3.099 0.00
H 6.021 -0.344 4.752 0.00
H 4.861 1.831 5.006 0.00
F 2.444 -3.122 6.311 -0.01
C 2.924 -3.626 5.179 -0.02
C 4.144 -4.267 5.211 0.07
F 4.753 -4.358 6.380 0.02
C 4.778 -4.750 4.047 0.01
C 4.041 -4.581 2.856 0.07
C 2.814 -3.969 2.845 -0.01
F 2.182 -3.838 1.664 -0.01
C 2.220 -3.436 3.990 0.09
C 1.030 -2.613 3.896 0.02
C 0.686 -2.014 2.729 0.02
N 0.375 -1.469 1.740 0.02
C 0.273 -2.105 4.991 0.00
N -0.440 -1.628 5.761 0.00
F 4.516 -5.012 1.692 0.02
C 6.085 -5.332 4.063 0.30
C 6.777 -5.660 2.872 0.03
N 7.376 -5.901 1.917 0.16
C 6.812 -5.564 5.253 0.03
N 7.453 -5.765 6.190 0.17
```

=====

[3]
Here is C58H47BiNOP3S as an isolated structure from the Open Molecules 2025 dataset. Energies are from the ωB97M-V functional and the def2-TZVPD basis.

HOMO level	-6.8	eV
energy above the lowest of the compared OMol25 structures with the same formula, charge and spin	16.3	kJ/mol
total energy	-4005.16309	Eh

The geometry in XYZ format:
```
112
Properties=species:S:1:pos:R:3:mulliken_charge:R:1
Bi -0.034 0.346 0.534 1.36
C 0.534 -3.987 0.000 -0.70
P 1.194 -2.540 -0.950 1.95
C 1.733 -3.358 -2.496 -0.58
C 1.305 -2.838 -3.712 0.34
C 1.627 -3.467 -4.908 -1.03
C 2.390 -4.623 -4.897 -0.66
C 2.831 -5.150 -3.688 -0.82
C 2.502 -4.523 -2.498 -0.11
C 2.786 -2.239 -0.100 0.16
C 3.976 -2.018 -0.792 -0.38
C 5.149 -1.727 -0.109 -0.71
C 5.150 -1.647 1.276 -0.64
C 3.969 -1.855 1.975 -0.72
C 2.794 -2.144 1.294 -0.68
C -0.329 -3.524 1.131 -0.44
C -0.472 -4.011 2.423 -0.87
C -1.498 -3.250 3.045 -1.42
C -1.915 -2.351 2.081 -0.08
C -2.953 -1.293 1.879 -0.16
P -2.454 -0.698 0.215 0.67
C -2.884 -1.760 -1.183 0.67
C -2.117 -1.726 -2.342 0.31
C -2.439 -2.549 -3.412 -0.97
C -3.525 -3.407 -3.326 -0.77
C -4.292 -3.439 -2.169 -0.71
C -3.975 -2.618 -1.098 -0.63
C -3.614 0.700 -0.101 0.95
C -3.612 1.288 -1.365 -0.62
C -4.446 2.355 -1.658 -0.73
C -5.295 2.859 -0.682 -0.78
C -5.311 2.282 0.579 -0.64
C -4.481 1.207 0.865 -0.23
N -1.206 -2.506 0.934 0.11
H 1.336 -4.637 0.352 0.43
H -0.060 -4.557 -0.725 0.52
H 0.711 -1.931 -3.723 0.61
H 1.283 -3.048 -5.845 0.47
H 2.642 -5.117 -5.827 0.39
H 3.427 -6.054 -3.676 0.44
H 2.851 -4.939 -1.559 0.37
H 3.990 -2.087 -1.874 0.27
H 6.065 -1.562 -0.663 0.40
H 6.066 -1.424 1.808 0.40
H 3.960 -1.800 3.057 0.46
H 1.882 -2.326 1.854 0.27
H 0.088 -4.823 2.863 0.48
H -1.876 -3.363 4.049 0.50
H -2.909 -0.440 2.558 -0.04
H -3.985 -1.659 1.855 0.58
H -1.252 -1.076 -2.403 0.59
H -1.830 -2.528 -4.308 0.50
H -3.772 -4.054 -4.158 0.39
H -5.138 -4.110 -2.097 0.43
H -4.572 -2.659 -0.195 0.37
H -2.948 0.911 -2.135 0.24
H -4.425 2.799 -2.645 0.46
H -5.944 3.696 -0.905 0.40
H -5.968 2.670 1.348 0.48
H -4.507 0.781 1.859 0.31
C 2.266 -0.018 -6.525 -0.59
C 1.111 0.516 -5.976 -0.71
C 1.069 0.860 -4.630 -0.60
C 2.183 0.668 -3.815 0.15
C 3.332 0.106 -4.374 -0.51
C 3.378 -0.224 -5.718 -0.85
P 2.132 0.945 -2.011 1.53
C 3.669 1.889 -1.697 0.53
C 4.345 2.657 -2.643 -0.31
C 5.471 3.381 -2.283 -0.77
C 5.932 3.351 -0.973 -0.54
C 5.270 2.585 -0.026 -0.75
C 4.150 1.851 -0.390 -0.64
C 0.876 2.272 -1.841 -0.12
C 0.930 3.437 -2.612 -0.05
C 0.005 4.447 -2.429 -0.91
C -0.983 4.309 -1.459 -0.76
C -1.037 3.165 -0.681 0.02
C -0.119 2.131 -0.872 -0.47
H 2.301 -0.277 -7.576 0.41
H 0.238 0.677 -6.596 0.44
H 0.163 1.288 -4.217 0.45
H 4.203 -0.068 -3.750 0.50
H 4.281 -0.652 -6.135 0.42
H 3.997 2.686 -3.668 0.35
H 5.990 3.973 -3.026 0.43
H 6.811 3.918 -0.695 0.39
H 5.629 2.547 0.995 0.45
H 3.652 1.228 0.346 0.28
H 1.710 3.550 -3.356 0.34
H 0.058 5.346 -3.030 0.42
H -1.708 5.098 -1.304 0.44
H -1.799 3.078 0.084 0.27
C -5.549 6.923 8.150 -1.09
C -4.793 6.120 7.122 0.74
O -3.602 6.141 6.998 -0.51
S -5.874 5.105 6.111 -0.21
C -4.675 4.247 5.130 0.00
C -4.090 4.875 4.036 -0.55
C -3.160 4.199 3.268 -0.23
C -2.809 2.885 3.581 0.59
C -3.400 2.261 4.681 -0.36
C -4.327 2.941 5.452 -0.52
C -1.885 2.168 2.754 0.12
C -1.114 1.538 2.064 -1.27
H -5.098 7.910 8.226 0.31
H -5.446 6.422 9.113 0.28
H -6.608 7.007 7.909 0.36
H -4.363 5.893 3.794 0.46
H -2.700 4.681 2.415 0.53
H -3.121 1.246 4.929 0.51
H -4.780 2.462 6.310 0.46
```

=====

[4]
Here is C58H48BO3P2PtS as an isolated structure from the Open Molecules 2025 dataset. Energies are from the ωB97M-V functional and the def2-TZVPD basis.

HOMO level (alpha / beta)	-14.0 / -15.0	eV
net charge	+3
spin multiplicity	5
energy above the lowest of the compared OMol25 structures with the same formula, charge and spin	0.0	kJ/mol
total energy	-3688.91754	Eh

The geometry in XYZ format:
```
114
Properties=species:S:1:pos:R:3:lowdin_spin:R:1
Pt 0.411 0.729 0.000 0.92
O -0.168 -2.328 -0.285 0.04
S 0.009 -1.269 -1.283 0.18
C 1.349 -1.704 -2.354 0.03
C 1.056 -2.232 -3.599 0.02
C 2.031 -2.709 -4.485 0.00
C 3.339 -2.604 -4.106 0.01
C 4.602 -3.003 -4.818 0.00
C 5.743 -2.430 -3.945 0.00
C 5.053 -1.888 -2.723 0.01
C 5.558 -1.279 -1.611 0.00
C 4.649 -0.853 -0.627 0.02
C 3.274 -0.999 -0.727 0.04
P 2.309 -0.462 0.695 0.18
C 3.282 0.630 1.746 0.03
C 4.264 0.104 2.590 0.01
C 4.999 0.945 3.406 0.00
C 4.750 2.313 3.402 0.00
C 3.761 2.841 2.585 0.00
C 3.030 2.000 1.759 0.03
C 1.946 -1.897 1.707 0.01
C 2.346 -3.174 1.328 0.01
C 2.070 -4.253 2.155 0.00
C 1.397 -4.059 3.351 0.01
C 1.005 -2.780 3.735 0.00
C 1.278 -1.699 2.916 0.01
C 2.712 -1.563 -1.920 0.01
C 3.653 -2.015 -2.864 0.00
C -1.463 -1.324 -2.305 0.11
C -1.919 -2.646 -2.444 0.02
C -3.130 -2.974 -3.030 0.04
C -3.952 -1.932 -3.420 0.04
C -5.335 -1.953 -3.995 0.00
C -5.748 -0.467 -4.049 0.02
C -4.559 0.276 -3.544 0.13
C -4.389 1.635 -3.299 0.05
C -3.161 2.050 -2.840 0.05
C -2.029 1.197 -2.643 0.18
P -0.576 2.155 -2.234 0.24
C 0.932 1.497 -2.995 0.05
C 2.140 1.881 -2.409 0.02
C 3.343 1.646 -3.065 0.00
C 3.339 1.042 -4.309 0.00
C 2.136 0.669 -4.906 0.01
C 0.938 0.900 -4.258 0.01
C -0.743 3.737 -3.100 0.04
C -0.453 4.892 -2.378 0.00
C -0.455 6.124 -3.019 0.00
C -0.751 6.197 -4.371 0.00
C -1.044 5.042 -5.090 0.00
C -1.041 3.811 -4.461 0.01
C -2.251 -0.231 -2.713 0.02
C -3.518 -0.614 -3.228 0.00
H 0.030 -2.288 -3.928 0.00
H 1.734 -3.133 -5.435 0.00
H 4.624 -2.634 -5.843 0.00
H 4.655 -4.092 -4.878 0.00
H 6.277 -1.629 -4.459 0.00
H 6.488 -3.181 -3.684 0.00
H 6.619 -1.130 -1.463 0.00
H 5.059 -0.386 0.257 0.00
H 4.441 -0.965 2.623 0.00
H 5.764 0.535 4.053 0.00
H 5.325 2.966 4.045 0.00
H 3.558 3.903 2.592 0.00
H 2.255 2.427 1.128 0.02
H 2.873 -3.331 0.395 0.00
H 2.388 -5.246 1.866 0.00
H 1.186 -4.902 3.994 0.00
H 0.505 -2.630 4.683 0.00
H 1.007 -0.698 3.231 0.00
H -1.295 -3.436 -2.046 0.00
H -3.427 -4.009 -3.131 0.00
H -6.007 -2.548 -3.375 0.00
H -5.334 -2.420 -4.982 0.00
H -6.621 -0.252 -3.428 0.01
H -6.011 -0.130 -5.055 0.01
H -5.181 2.351 -3.468 0.00
H -3.023 3.108 -2.668 0.00
H 2.152 2.443 -1.480 0.01
H 4.273 1.960 -2.609 0.00
H 4.273 0.880 -4.833 0.00
H 2.136 0.217 -5.890 0.00
H 0.005 0.624 -4.738 0.00
H -0.227 4.835 -1.320 0.00
H -0.230 7.022 -2.460 0.00
H -0.754 7.157 -4.871 0.00
H -1.273 5.106 -6.146 0.00
H -1.263 2.918 -5.033 0.00
C -2.240 1.179 7.764 0.00
C -3.347 0.471 6.985 0.03
C -3.566 -0.932 7.584 0.02
C -4.652 1.289 7.100 0.02
C -3.021 0.339 5.521 0.20
C -3.963 -0.383 4.679 0.17
C -3.783 -0.590 3.340 0.01
C -2.620 -0.042 2.804 0.22
O -2.186 -0.077 1.554 0.14
B -0.920 0.611 1.520 0.26
O -0.676 1.087 2.831 0.09
C -1.691 0.686 3.612 0.15
C -1.868 0.888 4.954 0.00
H -2.514 1.212 8.818 0.00
H -2.102 2.211 7.435 0.00
H -1.287 0.652 7.693 0.00
H -3.795 -0.819 8.644 0.00
H -2.671 -1.549 7.498 0.00
H -4.401 -1.465 7.128 0.00
H -4.892 1.405 8.157 0.00
H -5.500 0.795 6.625 0.00
H -4.541 2.284 6.668 0.00
H -4.853 -0.768 5.155 0.00
H -4.489 -1.136 2.732 0.00
H -1.145 1.439 5.537 0.00
```

=====

Q: Among the records above, which one has the lowest energy above the lowest of the compared OMol25 structures with the same formula, charge and spin?
A: C58H48BO3P2PtS

=====

Q: total energy of number 1 (C58H45BrFeN6PS3Sb)?
A: -8179.17439 Eh

=====

Q: Which formula does entry 4 have?
A: C58H48BO3P2PtS

=====

Q: What is the energy above the lowest of the compared OMol25 structures with the same formula, charge and spin in the second record?
A: 145.2 kJ/mol